Density functional theory data (ωB97M-V/def2-TZVPD) for the ion C7H13N2O2 with charge +1 in a non-equilibrium geometry.

The gap between HOMO and LUMO (alpha / beta) comes out at 6.758 / 6.759 eV. As for the charge: +1. For the total energy, the calculation gives -534.12273 a.u. The LUMO energy (alpha / beta) is -3.8 / -3.8 eV.

Geometry as XYZ:
```
24
Properties=species:S:1:pos:R:3:forces:R:3:lowdin_charge:R:1
C 0.418565 -1.871590 -0.230257 -0.249 0.818 -1.356 -0.120
C -0.984192 -1.680495 0.517279 0.917 -2.875 -0.042 -0.127
C 0.225740 2.918371 -0.156975 0.802 1.543 -0.701 -0.149
C 1.264333 -0.537186 -0.210754 -0.796 -2.029 1.473 -0.364
C 0.530282 0.538163 -0.334937 -3.030 -0.137 0.355 -0.112
C -2.052352 -0.900693 -0.087805 1.389 0.766 -1.815 -0.382
C 2.718839 -0.776900 -0.005231 0.750 1.753 2.067 -0.066
N 0.939271 1.846304 -0.491020 2.457 1.249 -0.216 0.016
N -0.904565 2.920169 0.520239 -0.469 -5.423 -0.509 0.167
O -2.722190 -0.045864 0.634292 -1.910 -1.306 2.500 0.118
O -2.474918 -0.991902 -1.333327 -0.163 0.170 1.372 0.203
H 0.982293 -2.723679 0.258161 -0.804 0.798 -0.907 0.127
H 0.306488 -1.930359 -1.391554 -0.103 -1.013 2.052 0.139
H -1.459940 -2.709391 0.793145 0.784 1.260 -0.740 0.177
H -0.711411 -1.265914 1.467988 -0.151 0.531 0.462 0.118
H 0.465871 3.983341 -0.485480 0.692 -1.815 0.481 0.177
H 3.105605 -1.045116 1.079083 -1.225 0.161 -2.082 0.134
H 3.160521 0.215613 -0.169540 0.617 -0.348 -0.185 0.060
H 3.075934 -1.469668 -0.722808 0.697 -0.732 -0.544 0.064
H 1.972898 1.930015 -0.801665 -2.278 0.840 0.313 0.195
H -1.378818 3.684764 0.836076 -0.988 2.727 0.390 0.081
H -1.444862 2.009398 0.657744 1.500 1.425 -0.209 0.130
H -2.978769 -0.451425 1.585014 1.189 1.351 -2.878 0.244
H -2.054619 -1.645961 -1.927670 0.374 0.288 0.717 0.170
```
Forces are in eV/Å.